Molecular formula: C32H48BNO6PRuS2Te
Method: DFT, the ωB97M-V functional and the def2-TZVPD basis

As for the spin multiplicity: 2. For the electronic energy, the calculation gives -89251.2854 eV. Its orbital gap (alpha / beta) is 4.84 / 4.75 eV. Its net charge is -2. The HOMO energy (alpha / beta) is -0.02795 / -0.02467 Ha.

Geometry as XYZ:
```
93
Properties=species:S:1:pos:R:3:forces:R:3:mulliken_charge:R:1
Ru 0.46504 0.28576 1.56291 1.007 -1.666 1.808 1.228
C 0.39186 -2.60412 5.39818 0.060 0.089 -0.184 -1.805
C 0.85299 -1.74380 4.24010 -0.546 -0.501 0.098 0.366
S -0.07367 -1.84894 2.75863 -0.149 0.828 -0.720 -0.491
C 1.91720 -0.95779 4.32229 0.694 0.122 0.129 0.795
C 2.73408 -0.81749 5.58863 -0.073 -0.098 -0.176 -1.456
S 2.42485 -0.04234 2.92049 -0.849 0.761 0.127 -0.460
H -0.46662 -3.20424 5.09609 -0.009 0.004 0.051 0.328
H 0.09881 -1.98912 6.25703 -0.026 -0.029 -0.023 0.292
H 1.18713 -3.28032 5.73379 -0.025 0.009 0.021 0.334
H 3.04294 -1.79300 5.98378 0.001 0.031 0.014 0.322
H 2.15693 -0.31333 6.37294 0.043 0.005 -0.007 0.259
H 3.62625 -0.22400 5.39181 0.003 0.002 0.044 0.396
O 3.26724 3.71280 1.99940 -0.032 0.041 -0.033 -0.818
C 2.77600 2.78504 1.35310 -0.054 0.070 0.122 -0.345
O 1.57505 2.36429 1.46788 -0.142 -0.324 -0.536 -0.566
C 3.66128 2.16451 0.27010 -0.066 -0.058 -0.122 0.073
C 4.81149 2.85633 -0.08835 0.164 -0.069 -0.037 -0.898
C 5.65947 2.41623 -1.11104 0.013 0.082 0.101 -1.069
C 5.29354 1.26308 -1.75642 0.040 0.080 -0.046 1.199
O 5.92608 0.63725 -2.81270 -0.001 -0.133 -0.085 -0.554
C 5.14079 -0.52296 -3.09309 0.037 0.024 0.061 -0.375
O 4.02189 -0.53508 -2.22755 0.090 -0.051 -0.060 -0.427
C 4.15686 0.57187 -1.40746 -0.091 0.034 0.022 0.198
C 3.31433 0.98621 -0.40811 0.016 0.018 0.086 0.582
H 5.03447 3.76261 0.45809 -0.007 -0.025 0.027 0.478
H 6.56407 2.95017 -1.37572 -0.053 0.014 -0.031 0.389
H 5.74945 -1.41835 -2.93157 0.025 -0.028 0.105 0.272
H 4.80548 -0.49631 -4.13358 -0.064 0.099 -0.036 0.272
H 2.42900 0.41377 -0.16535 -0.115 0.029 -0.041 0.564
C -1.53662 0.83254 -2.87456 -0.082 -0.107 -0.097 -1.790
C -0.59787 -0.37427 -3.01675 0.095 0.155 0.189 2.703
C 0.81177 0.22727 -3.17366 -0.071 -0.016 -0.006 -1.813
C -0.99395 -1.16569 -4.26555 0.061 0.006 0.019 -2.142
P -0.64073 -1.29096 -1.33616 -0.235 -0.097 -0.178 -1.211
N 0.13912 -0.48756 -0.27930 -0.408 0.214 0.053 0.650
C 0.12872 -3.01752 -1.63757 0.210 0.099 0.089 2.984
C -0.70886 -4.04340 -2.40527 0.049 0.055 -0.031 -2.142
C 1.45389 -2.79910 -2.38960 -0.090 -0.018 0.078 -2.468
C 0.52601 -3.57006 -0.25645 -0.017 -0.047 -0.079 -1.680
C -2.48863 -1.56802 -0.91276 0.150 0.086 0.269 3.101
C -3.43303 -2.02681 -2.02470 0.042 0.000 0.022 -2.101
C -3.01615 -0.26145 -0.29063 -0.073 -0.087 -0.003 -2.471
C -2.49925 -2.60010 0.22815 -0.048 0.034 -0.115 -2.325
H -1.34320 1.53698 -3.69213 0.008 -0.045 0.007 0.753
H -1.34955 1.34923 -1.93298 0.004 0.018 -0.026 -0.127
H -2.58844 0.54942 -2.92846 0.026 0.023 -0.025 0.129
H 0.78514 1.02325 -3.92798 -0.029 -0.036 0.004 0.580
H 1.56127 -0.49981 -3.47618 -0.003 0.016 -0.009 0.316
H 1.12207 0.65909 -2.21929 -0.013 0.046 -0.053 -0.032
H -1.06690 -0.47529 -5.11564 0.025 -0.012 0.021 0.513
H -1.96205 -1.65458 -4.15588 0.015 0.015 -0.045 0.268
H -0.25775 -1.92751 -4.52403 -0.019 0.022 -0.022 0.303
H -1.02764 -3.67277 -3.38162 0.013 -0.055 0.021 0.241
H -1.59456 -4.35089 -1.85052 0.026 -0.021 -0.014 0.326
H -0.09822 -4.94001 -2.57347 -0.016 0.021 0.015 0.540
H 1.30552 -2.55859 -3.44199 0.027 0.030 0.011 0.177
H 2.04158 -3.72299 -2.34405 -0.033 -0.003 0.002 0.664
H 2.03529 -2.00623 -1.91868 0.031 -0.056 -0.041 0.564
H -0.28692 -4.09523 0.24270 0.000 0.036 0.002 0.244
H 0.84768 -2.76395 0.40163 0.048 -0.017 0.022 0.090
H 1.36221 -4.27075 -0.36620 -0.071 -0.038 -0.044 0.544
H -3.54336 -1.27640 -2.80781 -0.039 -0.011 0.019 0.319
H -4.42607 -2.19566 -1.58951 0.020 0.001 -0.005 0.533
H -3.10996 -2.96065 -2.48634 -0.048 0.020 -0.013 0.269
H -3.30408 0.48368 -1.02901 0.002 -0.006 -0.001 0.146
H -2.25515 0.17198 0.35444 0.024 0.061 0.003 0.330
H -3.89618 -0.48093 0.32514 0.000 -0.030 -0.053 0.629
H -2.30770 -3.61343 -0.12378 -0.012 0.007 0.022 0.193
H -3.48075 -2.59548 0.71507 -0.003 0.009 -0.051 0.641
H -1.75733 -2.34488 0.98321 -0.043 -0.043 0.059 0.513
O -2.06962 0.34747 3.54617 -0.308 0.009 0.421 -0.333
B -1.24049 0.90181 2.54303 1.106 -0.214 -1.021 0.162
O -1.93428 2.05319 2.04184 -0.449 0.331 0.204 0.202
C -3.09201 2.17209 2.73776 0.256 0.088 -0.242 0.351
C -4.06775 3.13786 2.64407 -0.086 0.016 0.033 -1.110
C -5.16225 3.02297 3.51055 0.059 -0.038 -0.024 -0.524
C -5.25397 1.97184 4.41498 0.062 -0.002 -0.037 -0.437
C -4.24987 0.99859 4.49958 -0.121 0.030 0.060 -1.000
C -3.17664 1.12815 3.64960 0.255 -0.217 0.114 0.802
H -3.97532 3.95084 1.93508 -0.003 -0.007 0.020 0.473
H -5.94393 3.77269 3.47992 -0.020 -0.022 -0.017 0.369
H -6.11313 1.90471 5.07146 -0.006 0.009 0.007 0.352
H -4.30636 0.18228 5.20814 0.017 -0.001 -0.017 0.467
C 1.44529 4.22661 -1.22951 0.179 -0.036 0.023 -1.221
Te -0.23954 3.38085 -0.21994 -0.251 0.424 -0.192 0.574
C -1.55115 4.17691 -1.75777 -0.052 0.130 -0.084 -1.357
H 1.98776 3.46601 -1.79093 -0.039 0.030 -0.007 0.219
H 2.11220 4.66200 -0.48621 -0.018 -0.010 -0.038 0.357
H 1.08606 5.00506 -1.90352 -0.004 -0.017 0.042 0.510
H -1.57111 5.26754 -1.70917 -0.032 -0.034 -0.004 0.366
H -2.56478 3.79812 -1.60139 0.069 -0.008 0.010 0.335
H -1.21273 3.87123 -2.74988 -0.028 -0.047 0.054 0.403
```
Positions in Å, forces in eV/Å.